(1)
Below is a structure of composition C16H14BCdF5N6S, with properties calculated with ωB97M-V/def2-TZVPD.

XYZ file:
```
44
Properties=species:S:1:pos:R:3:forces:R:3
H 2.962 0.261 1.800 -0.1 -0.5 -0.7
N 2.083 -0.693 0.099 0.5 -0.2 0.2
B 1.576 -2.128 -1.953 -0.1 0.5 0.2
N 2.534 -1.605 -0.820 -0.2 0.6 0.4
C 3.829 -1.903 -0.561 -0.6 0.7 0.6
Cd -0.093 0.037 0.168 1.8 -1.1 -0.5
H 4.349 -2.601 -1.205 0.0 0.1 0.2
C 4.220 -1.167 0.568 -0.5 -0.3 -0.6
H 5.182 -1.173 1.037 0.2 0.0 0.1
C 3.085 -0.427 0.949 0.1 -0.4 -0.5
H 2.161 -2.899 -2.664 -0.1 0.0 0.1
C -2.089 0.670 -0.195 -1.7 1.0 0.5
H -2.273 1.374 0.640 0.0 -0.4 -0.7
H -2.680 -0.256 -0.089 0.6 0.4 -0.1
H -2.132 1.120 -1.200 0.2 -0.3 0.6
N 1.079 -0.891 -2.793 -0.3 0.7 0.2
N 0.339 -2.826 -1.285 -0.5 0.2 0.5
N 0.419 0.135 -2.170 -0.1 -0.2 -0.6
N -0.461 -2.137 -0.418 -0.1 -0.4 -0.2
C 1.220 -0.608 -4.111 -0.6 0.7 0.7
C -0.111 -4.099 -1.392 -0.6 0.8 0.7
H 1.741 -1.312 -4.748 -0.1 0.2 0.0
H 0.412 -4.790 -2.036 -0.2 -0.1 0.1
C 0.608 0.637 -4.345 0.3 -0.8 0.4
C -1.244 -4.219 -0.571 0.6 0.4 -0.4
C 0.113 1.054 -3.092 0.4 -0.6 -0.3
C -1.427 -2.952 0.018 0.7 -0.3 -0.5
H 0.537 1.153 -5.278 0.0 0.1 -0.2
H -1.844 -5.086 -0.420 -0.2 -0.4 0.0
H -0.443 1.974 -2.844 0.5 -0.7 -0.1
H -2.188 -2.608 0.735 0.6 -0.2 -0.5
H 0.400 1.785 0.325 -0.3 0.1 -0.1
F -2.485 4.765 4.296 0.2 -0.5 -0.2
C -1.986 3.587 3.869 -0.3 0.7 0.3
C -0.633 3.484 3.582 0.4 -0.1 -0.1
F 0.179 4.538 3.722 -0.3 -0.1 0.0
C -0.117 2.272 3.151 -0.4 -0.6 -0.1
F 1.203 2.168 2.886 -0.6 0.2 0.2
C -0.941 1.130 3.025 -0.5 1.1 0.5
S -0.307 -0.407 2.636 0.2 -0.8 -0.2
C -2.319 1.285 3.303 0.7 -0.1 -0.1
F -3.137 0.220 3.165 0.3 0.7 0.2
C -2.833 2.499 3.732 -0.2 -0.5 -0.1
F -4.139 2.602 4.010 0.3 0.2 0.0
```
Positions in Å, forces in eV/Å.

* M: 540.61 g/mol
* HOMO (spin up / spin down): -8.187 / -8.256 eV
* LUMO (spin up / spin down): -2.8 / -2.6 eV

(2)
Below is an isolated molecule of C9H10N2O2, with properties calculated with ωB97M-V/def2-TZVPD.

XYZ file:
```
23
Properties=species:S:1:pos:R:3:forces:R:3
C 1.172 -0.907 -1.436 -0.7 -0.2 -3.9
C 0.753 1.855 -0.755 -1.4 0.3 0.5
C -0.465 1.454 -0.015 -0.6 1.3 -0.4
C -0.480 0.334 0.619 1.9 -1.4 -0.6
C 2.099 0.363 0.383 -0.2 -1.5 0.1
C 1.755 -0.940 -0.206 -1.9 -0.9 1.7
C -1.602 2.420 -0.030 0.2 1.6 -1.7
C 1.707 -2.300 0.429 0.9 -3.0 1.4
C -2.218 -1.144 0.510 0.9 -1.8 -4.8
N 0.784 -0.917 -2.536 0.1 -0.1 1.1
N 1.853 1.365 -0.543 3.5 -0.3 0.7
O 2.576 0.473 1.482 0.4 0.7 0.5
O -1.113 -0.620 1.148 0.8 0.8 2.5
H 0.767 2.609 -1.499 -0.9 0.9 -0.8
H -2.336 2.284 0.727 -0.9 -0.7 0.3
H -2.000 2.505 -1.092 0.0 -0.3 1.4
H -1.241 3.439 0.187 0.2 -0.3 -0.1
H 0.785 -3.026 0.494 0.7 2.3 -0.6
H 2.006 -2.280 1.512 0.2 0.2 -1.1
H 2.378 -3.076 -0.128 -0.5 1.7 0.9
H -2.612 -1.904 1.168 -0.5 0.1 -0.2
H -1.702 -1.634 -0.534 -1.9 0.8 2.7
H -2.867 -0.352 0.117 -0.3 -0.3 0.6
```
Positions in Å, forces in eV/Å.

* M: 178.19 g/mol
* energy above the lowest of the compared OMol25 structures with the same formula, charge and spin: 662.3 kJ/mol
* HOMO (spin up / spin down): -8.606 / -8.063 eV
* LUMO (spin up / spin down): -0.5 / -1.4 eV

(3)
Below is a cluster of 2 separate species, C14H16O2 in total, with properties calculated with ωB97M-V/def2-TZVPD.

XYZ file:
```
32
Properties=species:S:1:pos:R:3:forces:R:3
C -2.108 0.761 -2.252 -0.7 -1.1 -2.3
C -1.513 1.441 -1.110 0.1 1.0 0.9
C -2.017 1.322 0.202 -0.5 -2.6 -0.8
C -1.294 1.827 1.249 -0.9 -0.1 1.8
C -0.185 2.599 1.001 -0.6 1.7 -0.2
O 0.205 3.349 2.101 1.5 -0.6 0.0
C 0.302 2.824 -0.275 -0.5 0.3 -1.2
C -0.391 2.221 -1.342 0.6 -0.2 0.6
H -1.382 0.216 -2.895 0.0 -0.4 1.0
H -2.401 1.424 -3.073 -0.6 0.6 0.5
H -2.961 0.103 -2.018 0.4 0.2 -0.1
H -2.810 0.514 0.355 0.8 1.6 -0.1
H -1.549 1.735 2.369 0.1 0.0 -2.1
H 0.893 2.794 2.499 0.1 0.6 0.5
H 1.083 3.542 -0.574 -0.2 -0.5 0.8
H 0.040 2.230 -2.350 -0.3 0.3 0.3
C 0.236 -2.405 -1.873 -0.2 -0.6 0.1
C 0.612 -2.078 -0.463 0.2 0.5 0.1
C 0.612 -0.737 -0.051 -0.2 1.3 -2.2
C 1.060 -0.355 1.190 0.4 0.2 -0.3
C 1.453 -1.359 2.055 -0.1 0.2 0.8
O 1.804 -0.922 3.310 0.5 0.1 1.0
C 1.392 -2.709 1.743 0.7 -0.1 -1.4
C 1.051 -3.049 0.423 0.1 0.0 0.3
H 1.061 -2.624 -2.523 1.0 0.4 -0.3
H -0.316 -1.567 -2.284 -0.3 -0.3 -0.3
H -0.264 -3.374 -1.934 -0.8 0.3 0.1
H 0.363 0.084 -0.835 0.5 -1.8 1.6
H 1.223 0.711 1.448 -0.2 -1.2 -0.1
H 2.750 -0.987 3.509 -0.4 -0.2 -0.3
H 1.846 -3.473 2.364 -0.3 0.2 0.3
H 1.206 -4.061 0.036 -0.3 0.2 0.4
```
Positions in Å, forces in eV/Å.

* M: 216.28 g/mol
* energy above the lowest of the compared OMol25 structures with the same formula, charge and spin: 151.3 kJ/mol
* HOMO: -8.540 eV
* SMILES string: Cc1ccc(O)cc1.Cc1ccc(O)cc1
* LUMO: 0.7 eV